Here is an isolated ion of composition C5H11BrN and charge +1 in a non-equilibrium geometry from the OMol25 dataset. Energies are from ωB97M-V/def2-TZVPD.

```
18
Properties=species:S:1:pos:R:3:mulliken_charge:R:1
Br -3.099 -0.304 -0.004 -0.161
N 0.921 -1.808 0.262 -0.217
C -0.644 0.756 1.291 -0.823
C -0.193 0.375 -0.102 1.322
C 1.045 1.236 -0.728 -1.507
C -0.088 -1.012 -0.548 -1.523
C -1.579 0.940 0.092 -0.390
H 0.668 2.224 -1.240 0.356
H -0.916 -1.574 -0.342 0.573
H 1.507 0.810 -1.641 0.430
H -0.299 1.697 1.579 0.305
H -0.798 0.071 2.140 0.292
H 1.820 1.495 0.048 0.374
H 0.170 -1.040 -1.578 0.457
H 0.920 -2.658 -0.348 0.388
H 0.466 -1.977 1.140 0.329
H 1.804 -1.217 0.180 0.373
H -1.706 1.985 -0.202 0.420
```

Calculated values
Structure (SMILES) = C[C@@]1(C[NH3+])C[C@@H]1Br
Relative energy (zero: lowest compared OMol25 entry of this formula, charge and spin) = 203.7 kJ/mol
E_tot = -76887.3924 eV
Orbital gap = 9.78 eV
Charge = +1